# 1
Below is a molecular structure, C25H26N4O9P2W at a distorted geometry, with properties calculated with ωB97M-V/def2-TZVPD.

Gap between HOMO and LUMO (alpha / beta) ... 6.51 / 6.80 eV
2S+1 ... 3
<S²> ... 2.029
Energy above the lowest of the compared OMol25 structures with the same formula, charge and spin ... 12.5 kcal per mole

XYZ file:
```
67
C25H26N4O9P2W, DFT ωB97M-V/def2-TZVPD
W -0.31 -1.84 -0.74
C -3.43 -2.90 -1.20
N -2.48 -2.04 -1.91
C -3.06 -0.70 -2.11
C -2.13 -2.63 -3.20
C -0.92 -1.95 -3.74
C -0.64 -1.97 -5.10
C 0.52 -1.38 -5.58
C 1.39 -0.78 -4.69
C 1.10 -0.77 -3.34
C -0.07 -1.35 -2.82
H -4.32 -3.07 -1.81
H -3.71 -2.43 -0.26
H -2.95 -3.85 -0.98
H -4.00 -0.78 -2.67
H -2.36 -0.08 -2.67
H -3.25 -0.25 -1.14
H -2.97 -2.55 -3.90
H -1.92 -3.68 -3.04
H -1.33 -2.46 -5.78
H 0.74 -1.40 -6.65
H 2.31 -0.32 -5.05
H 1.81 -0.30 -2.67
C 2.29 6.61 0.38
O 1.13 5.79 0.46
C 0.94 5.07 1.59
C -0.20 4.28 1.62
C -0.45 3.47 2.71
C 0.43 3.44 3.79
C 1.52 4.29 3.79
C 1.80 5.10 2.69
N 0.26 2.63 4.96
N -0.39 1.58 4.94
C -0.67 0.83 3.77
C -1.83 0.09 3.79
C -2.28 -0.68 2.70
C -1.52 -0.72 1.57
O -1.80 -1.38 0.47
C -0.29 -0.02 1.54
N 0.37 -0.13 0.35
C 1.56 0.44 0.25
C 2.16 1.09 1.33
C 1.50 1.22 2.52
C 0.19 0.72 2.63
H 2.25 7.10 -0.58
H 3.20 6.01 0.45
H 2.29 7.37 1.17
H -0.88 4.30 0.78
H -1.35 2.86 2.73
H 2.18 4.30 4.65
H 2.67 5.73 2.70
H -2.42 0.14 4.70
H -3.20 -1.24 2.75
H 2.05 0.35 -0.70
H 3.16 1.49 1.21
H 1.99 1.68 3.37
O -0.24 -5.85 0.73
P 0.20 -4.43 0.20
O -0.56 -4.04 -1.06
O 0.11 -3.38 1.25
O 1.74 -4.69 -0.21
P 2.66 -3.41 -0.64
O 3.45 -3.08 0.69
O 3.51 -3.70 -1.78
O 1.61 -2.27 -0.78
H -0.03 -6.57 0.12
H 2.87 -2.91 1.44
```

=====

# 2
Below is a single C25H26N6O molecule, with properties calculated with ωB97M-V/def2-TZVPD.

Gap between HOMO and LUMO ... 7.54 eV
SMILES ... C=CCNC(=O)[C@H](C#N)c1nc2ccccc2nc1N1CCN(Cc2ccccc2)CC1

XYZ file:
```
58
C25H26N6O, DFT ωB97M-V/def2-TZVPD
C -0.04 -0.30 -6.61
C 0.51 -0.01 -5.44
C 1.95 -0.24 -5.11
N 2.07 -1.04 -3.90
C 2.52 -0.55 -2.75
O 2.98 0.56 -2.57
C 2.38 -1.56 -1.58
C 2.94 -2.83 -1.97
N 3.38 -3.84 -2.29
C 0.90 -1.72 -1.31
N 0.24 -2.35 -2.23
C -1.05 -2.69 -2.00
C -1.81 -3.33 -3.00
C -3.08 -3.76 -2.70
C -3.62 -3.57 -1.42
C -2.90 -2.94 -0.44
C -1.61 -2.47 -0.72
N -0.93 -1.76 0.21
C 0.28 -1.31 -0.08
N 0.93 -0.57 0.86
C 0.33 -0.50 2.18
C -0.67 0.67 2.29
N -0.07 1.94 1.93
C 0.55 1.84 0.63
C 1.57 0.69 0.51
H 2.40 0.85 1.20
H 1.95 0.69 -0.50
H -0.25 1.68 -0.10
H 1.04 2.79 0.39
C 0.76 2.52 2.97
C -0.07 2.89 4.17
C -1.26 3.59 3.99
C -2.03 3.94 5.09
C -1.62 3.61 6.37
C -0.43 2.92 6.55
C 0.34 2.56 5.45
H 1.26 2.01 5.60
H -0.11 2.65 7.54
H -2.22 3.89 7.22
H -2.95 4.48 4.94
H -1.57 3.84 2.99
H 1.59 1.87 3.29
H 1.21 3.43 2.55
H -1.50 0.48 1.61
H -1.06 0.73 3.31
H 1.14 -0.37 2.90
H -0.18 -1.44 2.38
H -3.31 -2.77 0.55
H -4.62 -3.92 -1.22
H -3.67 -4.25 -3.46
H -1.37 -3.47 -3.97
H 2.92 -1.19 -0.71
H 1.56 -1.92 -3.87
H 2.45 0.71 -4.90
H 2.46 -0.75 -5.93
H -0.09 0.41 -4.64
H -1.08 -0.11 -6.82
H 0.55 -0.72 -7.42
```

=====

# 3
Below is a single C25H26N6O3 molecule at a distorted geometry, with properties calculated with ωB97M-V/def2-TZVPD.

Gap between HOMO and LUMO ... 8.97 eV
Energy above the lowest of the compared OMol25 structures with the same formula, charge and spin ... 54.7 kcal per mole
SMILES ... COc1ccc([C@@H](c2nnnn2Cc2ccccc2)N2CCN(C(=O)c3ccco3)CC2)cc1

XYZ file:
```
60
C25H26N6O3, DFT ωB97M-V/def2-TZVPD
C 1.56 -5.27 -1.15
H 2.38 -5.70 -1.72
O 1.50 -3.91 -1.51
C 0.58 -3.12 -0.90
C -0.36 -3.55 0.02
C -1.25 -2.64 0.57
C -1.20 -1.30 0.24
C -0.24 -0.87 -0.67
C 0.62 -1.77 -1.25
H 1.36 -1.44 -1.97
H -0.18 0.18 -0.93
C -2.15 -0.33 0.92
C -1.72 -0.24 2.35
N -2.41 -0.73 3.35
N -1.68 -0.52 4.44
N -0.60 0.08 4.16
N -0.57 0.28 2.84
C 0.55 0.91 2.21
C 1.55 -0.07 1.65
C 2.41 0.35 0.64
C 3.35 -0.52 0.13
C 3.45 -1.81 0.61
C 2.61 -2.23 1.63
C 1.67 -1.36 2.15
H 1.02 -1.70 2.95
H 2.69 -3.23 2.02
H 4.19 -2.49 0.20
H 4.01 -0.18 -0.66
H 2.32 1.35 0.26
H 1.03 1.52 2.98
H 0.19 1.58 1.42
N -2.16 0.96 0.26
C -2.82 0.91 -1.04
H -3.92 0.94 -0.92
C -2.33 2.13 -1.86
N -1.74 3.08 -0.95
C -0.40 3.26 -0.74
O 0.01 3.75 0.30
C 0.58 2.94 -1.79
C 1.93 3.17 -1.68
C 2.51 2.72 -2.88
C 1.48 2.25 -3.64
O 0.32 2.38 -2.99
H 1.45 1.82 -4.62
H 3.55 2.75 -3.15
H 2.42 3.62 -0.84
C -2.61 3.33 0.18
C -2.73 2.05 1.03
H -3.78 1.86 1.30
H -2.15 2.17 1.95
H -2.19 4.15 0.76
H -3.58 3.63 -0.22
H -1.61 1.82 -2.61
H -3.17 2.61 -2.37
H -2.56 -0.02 -1.54
H -3.16 -0.78 0.96
H -1.98 -2.99 1.29
H -0.42 -4.58 0.31
H 0.63 -5.80 -1.40
H 1.77 -5.39 -0.08
```